The following is a DFT calculation (ωB97M-V/def2-TZVPD) of 19 unconnected molecules or ions with the total composition C76H152O38 at a distorted geometry.

XYZ file:
```
266
Properties=species:S:1:pos:R:3:forces:R:3:lowdin_charge:R:1
H 16.164 21.603 16.451 -0.3361 -0.7205 0.0944 0.091
C 12.398 13.678 26.668 -0.6309 -0.2823 1.0191 0.004
H 17.529 19.416 20.132 -0.1443 -0.1145 -0.1263 0.063
H 15.517 16.474 26.315 0.1313 -0.1714 0.0546 0.083
H 15.600 16.930 28.670 -0.0102 0.3375 0.1170 0.081
H 18.938 16.297 22.807 0.0245 -0.0788 -0.0061 0.074
C 11.705 21.299 19.227 0.2296 0.3181 -0.0347 -0.026
O 18.558 15.624 19.944 1.0863 1.1660 0.7563 0.083
H 19.715 11.755 18.159 -0.1476 -0.1296 -0.0925 0.085
H 12.714 26.997 28.253 -0.1036 -0.2364 -0.0486 0.119
H 12.107 20.017 26.942 0.1297 -0.3966 0.0670 0.073
H 13.427 14.409 14.966 0.0742 0.2234 0.4390 0.131
C 12.570 24.492 15.379 -0.3897 0.2052 -0.5797 -0.054
H 16.870 24.575 24.170 -0.1724 0.1539 0.1417 0.053
H 17.639 21.671 21.854 -0.1155 -0.1197 0.0710 0.105
H 16.343 19.588 22.020 -0.0916 0.0750 0.0511 0.064
O 15.816 24.927 19.588 0.6762 -0.7045 -1.3571 -0.001
C 16.682 23.822 19.955 0.4345 -0.6021 -0.2605 -0.173
C 21.734 19.712 26.666 -0.6726 -0.1667 -1.6383 -0.055
C 17.846 30.848 25.308 1.7011 0.3339 2.0632 -0.555
O 12.194 17.063 21.369 -0.5572 0.8152 1.2346 0.002
H 16.751 28.467 25.538 0.2711 -0.1424 -0.3703 0.113
H 11.806 18.539 19.862 -0.8241 -0.1498 1.0290 0.095
O 15.497 25.935 21.587 0.5488 -0.6467 -0.2666 0.072
C 13.200 21.279 23.971 -1.6725 1.3342 0.7556 -0.206
C 9.483 24.849 27.090 -0.3030 1.3521 0.4638 0.027
C 11.192 21.021 30.172 0.2347 -2.0999 -1.9653 -0.507
O 14.858 23.742 26.015 -0.2662 -0.1260 -0.7649 -0.031
H 16.171 14.669 25.480 0.4661 -0.0333 -0.1800 0.064
H 12.120 20.343 18.910 0.1555 -0.0683 0.5260 0.048
H 18.301 32.841 24.634 -0.0014 -0.1209 -0.4912 0.090
H 10.398 20.154 27.289 -0.0837 -0.2179 0.3057 0.073
C 12.047 27.533 27.577 0.9019 0.1936 0.0574 -0.226
C 9.552 16.223 26.882 3.6927 -1.0271 1.3584 -0.447
O 14.097 18.701 23.823 0.1092 1.6362 -0.6762 0.092
C 15.358 16.345 16.241 -2.6033 2.8797 1.1099 -0.401
H 15.590 29.669 25.818 -0.2664 0.1977 -0.1661 0.112
H 11.934 17.506 26.856 0.1435 0.0685 0.1594 0.108
H 10.160 26.551 21.831 -0.5150 -0.3712 0.1258 0.131
H 16.324 22.045 27.690 0.0308 -0.0433 -0.0869 0.083
H 18.262 17.088 24.676 0.1894 -0.2969 0.4623 0.074
C 17.377 22.101 24.037 0.2138 -1.0436 -0.9151 -0.032
H 12.174 16.334 23.764 0.0578 0.4697 -0.2721 0.052
C 15.128 21.913 16.584 0.3737 0.3839 -0.2201 0.025
C 11.068 18.071 27.202 0.8494 0.3085 0.9562 -0.224
H 12.445 26.385 16.512 0.2592 -0.0078 -0.2518 0.134
C 20.180 20.834 22.030 0.3375 0.5990 -2.7815 -0.476
O 10.061 17.907 21.688 2.5127 -0.1619 0.3707 0.079
H 19.941 12.404 22.792 -0.3385 0.3748 -0.0012 0.060
O 8.334 25.245 23.351 1.6629 -0.3695 -1.6765 0.082
H 11.094 20.292 33.025 -0.1873 -0.4606 0.0425 0.084
C 15.295 25.820 20.397 -1.4148 1.6695 1.4549 -0.528
C 12.825 22.358 19.344 -1.5636 -1.3019 1.4833 -0.207
H 12.201 17.074 18.002 -0.0947 0.1219 0.1140 0.054
C 10.635 25.653 18.242 -0.6390 1.8097 2.0786 -0.516
C 20.215 20.072 26.505 2.3249 0.5446 1.6472 -0.224
H 13.483 19.239 15.633 -0.2464 -0.1207 -0.3923 0.077
C 19.658 15.972 22.056 0.3149 0.2487 -0.2814 0.037
C 17.761 18.960 19.170 0.1864 0.4561 -0.5486 -0.065
C 8.688 22.913 22.978 -0.6361 -0.2572 -0.5831 0.020
H 17.179 23.443 17.832 -0.0241 0.1008 0.0500 0.057
H 19.026 31.433 23.639 -0.5924 0.5799 -0.3875 0.084
O 10.283 15.438 27.529 -2.0159 2.6349 -1.3488 0.054
H 8.361 21.036 31.845 0.2879 0.8255 -0.1966 0.122
H 11.014 19.639 11.636 0.0853 -0.0316 -0.1723 0.074
C 14.809 17.440 28.121 -0.9870 -0.8363 -0.8645 -0.026
O 13.983 20.789 22.923 0.0976 0.3337 -0.1249 0.004
C 11.877 22.013 29.227 0.1556 0.0029 1.1505 0.016
H 17.029 21.118 24.354 0.1590 -0.2830 -0.0206 0.065
H 14.440 21.527 15.832 0.3052 0.1491 -0.2401 0.078
H 12.139 23.237 24.168 -0.0653 -0.3293 0.2402 0.077
O 16.895 13.084 19.107 0.3596 0.6399 0.1988 -0.001
H 11.971 27.244 23.122 0.0203 -0.0786 -0.0909 0.089
H 22.291 20.402 27.301 -0.3745 -0.0674 0.1964 0.077
H 9.450 19.999 33.768 0.3270 -0.3216 0.0514 0.083
H 12.888 21.644 29.053 0.0177 0.0449 0.4027 0.066
C 10.058 20.621 33.112 0.0743 0.3256 0.6293 -0.071
H 11.465 22.044 28.218 -0.6321 0.0971 0.3663 0.064
H 18.234 10.947 17.560 -0.2052 0.2660 0.0992 0.089
C 16.165 29.219 25.009 -0.7650 -0.1671 0.0340 -0.188
H 7.872 22.740 22.276 -0.1535 -0.0738 -0.0883 0.083
H 13.541 16.122 14.395 -0.2391 0.2182 1.2861 0.107
H 13.374 17.991 20.014 0.3579 -0.3215 0.3122 0.109
H 17.399 15.764 16.439 0.2906 0.3629 -0.1182 0.090
H 14.887 21.147 28.153 0.0779 -0.2249 -0.0484 0.064
H 11.599 17.239 12.193 0.6373 0.1793 0.4186 0.114
H 14.718 27.788 24.357 0.2322 -0.2266 -0.4154 0.037
H 14.528 29.319 23.529 0.1667 0.1156 -0.0938 0.077
C 11.048 17.877 12.884 -1.4283 -0.1352 -0.7179 -0.207
C 14.075 15.186 14.562 -1.4178 0.6217 -1.7246 -0.245
C 18.653 11.878 17.944 -0.1605 1.7469 0.3131 0.021
C 13.252 14.743 26.096 0.9820 -0.8881 -1.9638 -0.500
C 14.332 14.837 13.099 1.3033 -0.9082 0.5438 -0.073
C 20.037 13.667 24.634 0.5695 -2.0819 -0.1635 -0.210
H 15.426 21.146 26.450 -0.1162 0.0143 0.0220 0.057
H 14.082 27.661 20.226 0.3579 -0.1226 -0.0274 0.088
H 10.663 15.655 23.333 -0.2447 0.0349 -0.3881 0.094
H 14.927 19.773 20.921 0.2915 0.4461 0.0877 0.062
O 10.824 26.846 27.424 -1.0852 -2.1329 0.4280 -0.019
H 13.492 22.165 20.184 0.2184 -0.4556 -0.1081 0.110
H 13.884 17.427 28.698 0.0080 -0.1461 0.1953 0.071
H 10.953 17.977 28.282 0.4153 -0.0544 0.0718 0.121
H 15.944 28.307 23.080 -0.4341 -0.4046 -0.0654 0.073
C 12.107 16.619 18.988 0.6392 -0.4207 0.5150 -0.030
C 10.299 18.937 12.064 0.5699 0.7721 0.7177 -0.066
H 15.674 12.741 20.736 0.1503 -0.3613 -0.0928 0.122
H 12.402 13.776 27.754 -0.1183 -0.2965 -0.0796 0.089
O 11.922 18.448 13.882 -0.5981 -0.5792 -1.1316 -0.002
C 17.671 17.991 24.825 0.4306 -1.2609 -1.0492 0.024
H 12.900 15.874 19.054 0.0730 -0.0658 -0.1320 0.044
H 13.310 26.155 19.807 -0.0190 0.1289 -0.7696 0.049
H 15.016 18.494 27.936 0.4390 -0.2182 -0.1857 0.058
C 11.143 19.531 26.793 -0.5130 0.1717 -0.5044 -0.045
H 15.975 13.378 24.281 0.2660 -0.0111 0.0038 0.095
C 12.756 27.773 26.242 0.0881 0.4889 1.1107 -0.057
O 13.918 15.427 27.066 -1.0491 -0.6779 -0.2416 -0.018
C 21.320 19.921 22.442 -1.0670 -0.2446 0.3809 0.036
H 11.899 22.998 29.692 0.0175 0.0750 -0.4258 0.086
H 19.913 11.487 24.273 0.1510 0.1045 0.1807 0.074
H 12.355 23.426 15.438 -0.0477 -0.0125 0.7209 0.066
O 11.810 24.734 27.660 -2.6467 2.8620 0.2187 0.034
H 15.209 22.998 16.528 -0.5052 0.1096 -0.2510 0.080
H 15.864 13.032 26.025 -0.5276 0.0806 -0.2074 0.091
H 19.697 31.879 25.126 -0.2468 0.1293 0.4362 0.084
O 9.926 17.526 26.609 -2.5082 -1.8435 -0.5394 -0.038
O 11.231 26.490 18.932 -0.4537 -1.6471 -1.7062 0.050
O 16.323 25.008 27.181 -0.7936 -0.6712 -1.3624 0.073
O 10.272 24.491 22.288 -0.7087 0.1165 -0.3558 -0.020
H 12.331 19.157 16.923 -0.2552 -0.0008 -0.0852 0.075
H 22.247 20.494 22.404 -0.0248 -0.2339 0.0711 0.097
C 9.391 20.684 31.777 0.2268 -0.9685 -0.5753 -0.217
C 17.661 23.430 18.809 -1.0047 0.8874 0.6755 -0.031
H 7.430 16.222 26.625 0.0251 -0.0081 0.1620 0.093
O 11.051 25.087 17.136 -0.6437 -1.0713 -0.1223 0.013
C 14.435 22.995 27.175 0.8552 -0.6338 0.1993 -0.207
H 16.448 22.654 23.899 0.2973 0.2678 -0.1222 0.060
H 8.679 25.073 17.637 -0.1882 0.2620 0.0909 0.088
C 8.325 15.758 26.209 -0.8059 0.1916 -0.6003 0.017
C 16.377 13.621 25.265 -0.1177 -0.9128 1.0700 0.033
H 11.127 21.230 20.149 0.1695 -0.2811 0.0833 0.080
C 10.867 25.746 22.032 0.4932 1.2576 -1.1972 -0.235
H 9.245 24.212 19.013 0.0149 0.1095 0.3866 0.086
H 15.275 18.225 21.559 0.2989 -0.1296 0.3722 0.088
C 12.350 17.633 20.129 0.3857 0.4671 -3.5515 -0.251
O 14.444 17.148 16.613 2.5310 -3.2623 -1.9675 0.030
O 11.495 19.836 30.105 -0.3445 0.9624 0.7523 0.069
O 13.405 14.804 24.871 0.2081 1.1586 2.2964 0.056
H 10.992 21.512 18.430 0.0344 0.5366 -0.0601 0.082
O 10.168 21.490 30.872 -0.5127 1.4167 0.1350 -0.001
O 17.550 19.171 26.867 3.7015 -0.6815 -3.1423 0.043
H 17.316 24.034 20.815 -0.4737 0.3374 0.2089 0.106
H 8.275 22.635 23.948 -0.0001 0.6875 0.1489 0.081
C 19.162 16.388 20.698 -1.7339 -1.0924 -1.6700 -0.490
H 12.703 12.679 26.357 0.3812 0.1601 -0.0383 0.094
C 14.234 26.721 19.694 1.6373 -1.1735 0.6738 0.036
H 20.176 21.096 26.131 -0.3151 -0.0263 -0.1341 0.118
H 13.399 22.700 27.009 0.0978 0.2813 -0.2566 0.087
H 19.778 14.890 22.098 -0.1968 0.1486 -0.1261 0.079
C 12.798 22.686 23.498 0.4526 -0.1769 0.6415 -0.036
O 18.180 12.264 26.248 -0.9197 2.0877 -1.8666 0.076
O 17.043 30.235 24.469 -0.9607 -0.7299 -0.4916 0.003
C 14.394 19.548 22.986 0.9145 -2.5598 -0.0216 -0.522
H 12.322 20.664 24.170 -0.0138 -0.2762 -0.3752 0.110
H 14.713 14.925 20.995 0.2428 -0.1466 0.3070 0.081
H 16.654 17.661 25.039 0.1475 0.4862 0.1544 0.075
O 18.642 13.913 24.740 -0.3899 0.8275 -0.7198 -0.038
H 8.782 25.972 19.221 -0.1361 -0.3774 -0.0139 0.093
H 11.184 16.043 19.053 -0.2727 0.4510 0.1596 0.084
H 20.613 16.459 22.253 -0.0249 0.0106 0.1400 0.090
H 11.291 25.901 24.061 -0.0322 0.3274 0.2887 0.077
C 12.442 19.451 15.879 1.1636 0.6453 1.1261 0.002
H 16.984 13.805 21.103 0.3115 0.1317 -0.4688 0.107
H 17.728 19.745 18.414 -0.2221 0.1360 -0.0254 0.077
H 19.845 20.062 27.530 -0.8660 -0.2064 -0.3463 0.117
H 16.657 16.266 17.914 -0.1386 -0.0249 0.0359 0.056
H 9.421 22.135 22.766 0.4820 0.5763 -0.2564 0.070
H 16.040 22.967 20.167 -0.1415 0.0873 0.1928 0.104
O 15.246 15.340 15.315 1.0182 1.2487 1.3000 0.005
O 19.260 21.062 22.983 1.0150 -0.6459 -0.0867 -0.012
H 21.921 18.671 26.928 -0.2985 0.0782 0.4853 0.075
H 9.066 25.344 26.214 0.4540 0.0668 -0.3313 0.078
H 17.053 18.191 18.861 -0.1595 0.2054 0.5160 0.058
H 14.639 26.858 18.691 -0.8798 0.1172 -0.2209 0.084
H 13.722 23.263 23.465 -0.0321 0.2056 -0.3666 0.067
C 11.407 18.828 15.050 -2.3014 -0.1535 1.4110 -0.526
H 10.114 21.588 33.612 -0.1741 0.2456 -0.2319 0.078
H 8.245 14.673 26.266 0.0902 0.2004 0.2103 0.095
H 18.013 22.415 18.998 0.2262 0.1502 0.1242 0.068
C 10.798 25.471 27.519 3.0258 -1.6908 -1.9255 -0.422
C 18.020 12.370 19.240 0.5303 -2.5339 0.8065 -0.533
H 13.613 24.557 15.069 0.0350 0.2333 0.0867 0.076
H 11.434 25.641 21.107 -0.1787 -0.2124 -0.0082 0.090
H 11.958 24.813 14.536 -0.0165 0.3642 0.0300 0.075
C 17.803 13.165 25.484 1.3615 -1.1269 1.0801 -0.482
C 11.176 16.613 23.425 -0.0565 0.5759 -0.0135 0.031
H 14.826 15.629 12.536 -0.4288 0.2612 0.0314 0.078
C 15.253 14.689 20.078 0.4339 -0.3579 -0.1913 -0.055
H 13.730 28.165 26.537 0.3316 -0.2527 -0.1657 0.069
C 14.563 21.600 17.929 2.1825 -0.8560 1.4382 -0.519
C 12.336 25.309 16.652 1.6880 -0.1483 -0.8927 -0.222
H 11.803 28.478 28.062 -0.0828 0.0096 -0.1025 0.124
H 14.483 23.639 28.053 -0.0366 -0.0280 -0.0723 0.120
C 16.267 13.556 20.321 -1.0235 0.0158 0.7316 -0.206
H 15.368 25.532 24.214 0.1918 -0.0006 -0.2828 0.058
O 13.506 22.375 18.131 0.1380 0.8051 -0.7996 -0.017
C 20.329 12.382 23.811 -0.1317 0.2364 0.1414 -0.054
H 9.679 19.527 12.738 -0.1656 -0.0620 -0.0046 0.073
C 14.558 16.655 26.801 0.8373 1.1793 -0.4013 -0.229
H 12.306 22.652 22.526 0.1509 -0.0701 -0.0411 0.067
H 18.464 24.166 18.846 0.2250 -0.3156 -0.3662 0.081
H 18.645 22.958 22.515 0.1239 0.0197 -0.2291 0.120
H 17.103 17.538 16.813 -0.2020 -0.1577 -0.4502 0.083
H 13.986 17.192 26.044 -0.1756 0.2906 0.1701 0.101
H 10.645 17.170 24.197 0.0723 0.0819 -0.0307 0.067
C 15.330 21.745 27.356 -0.3936 0.9498 0.2540 -0.046
H 12.380 23.316 19.612 0.1165 0.4023 -0.7800 0.116
H 12.722 25.622 23.130 0.1275 0.0919 -0.1922 0.068
H 16.856 26.166 24.985 -0.0770 -0.1511 -0.0391 0.076
O 19.333 17.688 20.445 1.2423 0.6751 0.4606 -0.026
H 12.276 20.527 15.830 -0.0041 0.1677 0.0430 0.088
C 16.729 16.515 16.855 -0.1340 -1.3908 -0.1720 0.021
O 17.969 30.622 26.509 -0.8826 -0.0336 -1.6075 0.078
H 9.668 18.566 11.256 0.1602 -0.4004 0.1798 0.079
H 12.870 26.842 25.686 -0.0504 0.2347 -0.1472 0.066
H 21.331 19.071 21.760 0.2078 0.2978 -0.3760 0.075
O 10.240 18.750 15.462 2.2011 -0.2878 -1.8372 0.079
H 10.871 19.587 25.740 0.2737 0.0331 -0.2254 0.069
H 13.378 14.519 12.677 0.1464 0.1789 -0.2474 0.080
H 14.466 14.357 19.400 0.2177 0.0824 -0.3349 0.069
O 19.578 19.196 25.604 -1.7545 -0.7138 0.6895 -0.021
O 20.146 21.298 20.872 -0.5233 -0.6930 2.8620 0.051
H 19.274 17.708 18.342 0.0818 -0.2500 0.0865 0.116
H 17.986 22.487 24.854 -0.1034 0.2518 -0.0994 0.091
H 21.404 12.272 23.673 0.1126 -0.0697 0.3323 0.075
H 8.750 25.160 27.834 -0.2124 -0.6761 0.3173 0.089
H 9.257 19.693 31.343 0.4569 -0.1824 -0.0184 0.118
H 17.730 18.373 23.806 -0.1184 0.7536 0.1247 0.081
H 13.741 21.280 24.917 0.3231 0.1636 -0.1034 0.105
C 9.218 25.210 18.575 0.6528 0.0652 -0.5301 0.037
H 20.437 13.559 25.641 0.1512 0.0491 -0.0241 0.121
C 9.052 24.402 22.826 -0.8040 -1.3648 2.7586 -0.502
C 16.274 25.272 24.760 -0.8703 -0.3824 1.1631 0.032
H 10.289 17.238 13.335 0.1992 0.0037 0.4551 0.118
O 15.103 20.856 18.751 -1.4975 1.1756 -1.1045 0.075
C 19.151 18.401 19.175 -0.3806 -1.2727 0.2189 -0.171
H 12.312 28.609 25.703 -0.3521 -0.4578 -0.3954 0.085
C 18.739 31.843 24.607 0.6613 -0.5614 0.1695 0.014
H 18.522 12.735 17.284 0.0960 -0.4529 -0.7620 0.074
C 18.281 18.834 25.879 -2.6666 1.4803 2.5982 -0.429
H 13.121 24.976 17.332 -0.2789 0.1274 0.6002 0.107
H 21.114 19.461 23.409 0.2581 0.4119 0.2500 0.064
C 15.824 24.654 26.116 1.5352 1.0924 1.0294 -0.500
H 15.712 15.620 19.743 0.0297 -0.1063 -0.1968 0.053
C 15.268 28.601 23.883 1.1117 1.0817 1.3277 -0.048
C 11.780 26.171 23.125 0.2880 -0.3756 1.2221 -0.058
C 15.317 19.284 21.814 -0.7100 -0.6498 -0.3320 0.028
H 19.938 19.150 19.087 -0.0724 -0.0305 0.5618 0.116
C 18.216 21.979 22.726 -0.9805 0.9882 0.9122 -0.202
H 11.364 13.780 26.337 0.1642 0.2062 -0.0549 0.076
C 11.097 17.378 22.089 -2.0631 -1.8521 0.6049 -0.464
O 18.489 11.937 20.281 -0.8259 1.2646 -0.1666 0.069
H 15.043 14.012 13.055 -0.1592 -0.3620 -0.1766 0.073
H 8.331 16.046 25.158 0.1349 0.0961 -0.0433 0.088
H 22.174 19.793 25.672 0.2300 0.1468 -0.1264 0.052
H 9.560 23.778 26.899 0.0469 0.2327 0.4675 0.085
H 20.551 14.468 24.102 -0.6134 0.4441 0.3648 0.093
```
Forces are in eV/Å.

Summary:
ΔE to the lowest compared entry with this formula, charge and spin ... 90.2 kcal/mol
Energy ... -5846.2346 a.u.
Gap between HOMO and LUMO ... 10.166 eV
Molecular weight ... 1674.01 g/mol
LUMO energy ... 0.307 eV